(1)
The following is a DFT calculation (wB97M-V/def2-TZVPD) of a 2-piece molecular cluster, CH2N2O3Si overall.

Structure (XYZ):
```
9
Properties=species:S:1:pos:R:3:mulliken_charge:R:1
N -0.423 -1.195 2.378 -0.321
C -0.784 -0.417 1.621 0.149
Si -1.630 0.485 0.159 0.610
O -1.303 0.017 -1.220 -0.373
H -2.581 1.402 0.533 -0.050
O 2.307 1.084 -0.132 -0.383
N 1.480 0.254 -0.299 0.367
O 1.653 -0.374 -1.532 -0.360
H 1.280 -1.256 -1.507 0.361
```

Summary:
2S+1: 1
HOMO: -10.7 eV
HOMO-LUMO gap: 9.44 eV

(2)
The following is a DFT calculation (wB97M-V/def2-TZVPD) of one molecule with the formula CH2N2O3Si.

Structure (XYZ):
```
9
Properties=species:S:1:pos:R:3:mulliken_charge:R:1
N 3.375 -1.920 0.280 -0.351
C 2.408 -1.284 0.111 0.008
Si 0.588 -0.048 -0.329 0.521
O -0.490 -0.165 0.778 -0.332
N 1.120 1.594 0.102 0.862
O 1.972 2.055 -0.658 -0.535
O 0.644 2.252 1.023 -0.511
H 0.410 -0.322 -1.694 -0.045
H -0.966 -0.715 1.381 0.384
```

Summary:
2S+1: 1
HOMO: -11.7 eV
HOMO-LUMO gap: 10.71 eV

Energetically preferred structure: (2) | next structure: +19.7 kcal/mol

(1)
The following is a DFT calculation (wB97M-V/def2-TZVPD) of C32H42N6O4S2Ti as an isolated structure.

Structure (XYZ):
```
87
Properties=species:S:1:pos:R:3:mulliken_charge:R:1
Ti -0.082 0.468 0.469 -0.106
C -0.079 1.925 2.372 -0.536
C 0.321 0.640 2.819 0.383
C -0.829 -0.222 2.655 0.747
C -1.844 0.586 2.081 -1.226
C -1.420 1.918 1.975 1.836
C -2.305 3.147 1.830 2.023
C -3.611 2.859 1.090 -1.810
C -1.589 4.339 1.191 -1.551
C -2.653 3.530 3.280 -1.862
C -1.320 -1.551 3.280 1.757
C -2.259 -2.283 2.303 -1.629
C -2.163 -1.121 4.501 -1.700
C -0.293 -2.560 3.800 -2.113
C 1.646 0.476 3.577 2.003
C 2.513 1.730 3.398 -2.286
C 2.502 -0.706 3.134 -1.376
C 1.323 0.367 5.074 -1.718
H 0.554 2.795 2.361 0.405
H -2.831 0.232 1.834 0.211
H -3.450 2.624 0.043 0.453
H -4.248 3.747 1.139 0.525
H -4.160 2.031 1.546 0.211
H -1.326 4.151 0.155 0.185
H -0.672 4.592 1.729 0.267
H -2.250 5.211 1.231 0.450
H -3.150 2.705 3.797 0.308
H -3.324 4.393 3.280 0.449
H -1.753 3.789 3.845 0.300
H -3.223 -1.779 2.211 0.375
H -2.453 -3.289 2.683 0.514
H -1.842 -2.381 1.300 0.170
H -2.975 -0.454 4.204 0.276
H -1.555 -0.602 5.246 0.271
H -2.602 -2.005 4.975 0.481
H 0.323 -2.966 3.002 0.153
H -0.853 -3.381 4.258 0.664
H 0.350 -2.143 4.573 0.286
H 2.713 1.938 2.347 0.297
H 3.471 1.560 3.898 0.476
H 2.056 2.612 3.852 0.374
H 2.865 -0.564 2.118 0.348
H 1.959 -1.641 3.155 -0.380
H 3.366 -0.787 3.803 0.601
H 0.708 1.213 5.397 0.285
H 2.255 0.382 5.648 0.507
H 0.788 -0.548 5.325 0.224
N -1.236 -1.569 -2.396 -0.320
N -0.653 -0.494 -3.078 -0.325
C 0.715 -0.267 -2.769 0.470
N 1.194 0.775 -3.621 -0.564
N 0.855 0.054 -1.360 0.795
N 1.981 0.510 -0.949 0.128
O 3.008 0.725 -1.556 -0.820
O 1.885 0.756 0.359 -0.316
H -1.036 -2.462 -2.825 0.245
H -2.213 -1.390 -2.205 0.149
H -0.774 -0.515 -4.085 0.332
H 1.080 0.516 -4.592 0.313
H 2.173 0.952 -3.433 0.323
S 0.559 -2.040 0.494 -0.298
C 2.161 -2.380 -0.220 0.140
C 3.079 -2.903 0.711 -0.441
C 4.347 -3.339 0.374 -0.763
C 4.769 -3.243 -0.944 -0.747
C 3.901 -2.727 -1.885 -0.535
C 2.595 -2.319 -1.564 0.730
S 1.678 -1.898 -3.025 -0.744
H 2.750 -2.977 1.736 0.328
H 5.001 -3.737 1.140 0.394
H 5.763 -3.558 -1.238 0.352
H 4.224 -2.631 -2.914 0.421
O -0.099 2.271 -0.532 -0.882
C -1.230 1.936 -1.125 0.961
N -1.759 0.748 -0.699 0.562
C -2.948 0.493 -1.377 -0.769
O -3.660 -0.514 -1.236 -0.859
C -3.132 1.630 -2.270 0.681
C -4.152 1.915 -3.179 -1.117
C -4.083 3.083 -3.910 -0.603
C -2.993 3.984 -3.745 -0.681
C -1.980 3.722 -2.856 -0.759
C -2.046 2.532 -2.103 0.874
H -4.979 1.225 -3.298 0.483
H -4.866 3.321 -4.620 0.399
H -2.964 4.891 -4.337 0.423
H -1.147 4.406 -2.741 0.517
```

Summary:
2S+1: 2
HOMO (alpha / beta): -2.8 / -4.9 eV
Charge: -1
HOMO-LUMO gap (alpha / beta): 5.28 / 7.45 eV

(2)
The following is a DFT calculation (wB97M-V/def2-TZVPD) of C32H42N6O4S2Ti as an isolated structure.

Structure (XYZ):
```
87
Properties=species:S:1:pos:R:3:mulliken_charge:R:1
Ti -0.693 0.156 -0.351 -0.539
C 1.162 0.587 1.066 -1.203
C 1.449 -0.603 0.293 1.342
C 2.403 -0.152 -0.745 0.607
C 2.665 1.181 -0.516 -1.048
C 1.922 1.649 0.593 0.209
C 2.115 3.010 1.227 2.277
C 1.820 4.165 0.258 -1.528
C 3.596 3.099 1.632 -1.847
C 1.248 3.156 2.477 -1.708
C 2.990 -0.846 -1.982 2.471
C 4.245 -1.660 -1.616 -1.857
C 3.442 0.204 -3.017 -2.108
C 1.970 -1.728 -2.712 -1.613
C 1.663 -1.904 1.127 2.344
C 2.995 -1.747 1.886 -1.767
C 1.717 -3.211 0.330 -1.761
C 0.564 -2.101 2.175 -1.952
H 0.657 0.592 2.021 0.339
H 3.289 1.814 -1.129 0.527
H 2.232 3.968 -0.735 0.240
H 2.266 5.091 0.639 0.538
H 0.750 4.329 0.151 0.216
H 4.247 3.108 0.753 0.304
H 3.881 2.244 2.254 0.341
H 3.770 4.020 2.199 0.467
H 0.203 2.951 2.244 -0.017
H 1.334 4.172 2.878 0.489
H 1.560 2.453 3.255 0.325
H 4.945 -1.043 -1.043 0.321
H 4.745 -1.983 -2.535 0.520
H 4.022 -2.551 -1.031 0.255
H 4.318 0.765 -2.680 0.365
H 2.634 0.905 -3.238 0.298
H 3.717 -0.311 -3.943 0.492
H 1.514 -2.479 -2.074 0.024
H 2.469 -2.233 -3.546 0.656
H 1.160 -1.117 -3.112 0.182
H 3.839 -1.710 1.196 0.245
H 3.147 -2.587 2.575 0.502
H 2.992 -0.819 2.466 0.220
H 2.544 -3.239 -0.374 0.069
H 0.793 -3.383 -0.220 0.252
H 1.856 -4.041 1.031 0.598
H 0.498 -1.272 2.880 0.282
H 0.781 -3.007 2.749 0.624
H -0.408 -2.246 1.695 0.130
N -2.385 2.760 1.386 -0.309
N -2.192 3.797 0.484 -0.235
C -1.551 3.470 -0.687 -0.646
N -1.685 4.366 -1.697 -0.421
N -0.800 2.412 -0.743 0.994
N -0.385 2.012 -2.006 -0.013
O 0.139 0.783 -1.885 0.284
O -0.021 2.791 -2.941 -0.934
H -3.204 2.203 1.184 0.312
H -2.360 3.087 2.337 0.268
H -2.955 4.442 0.343 0.266
H -2.605 4.756 -1.819 0.227
H -1.217 4.034 -2.543 0.298
S -2.800 0.811 -1.934 -0.571
C -2.882 -0.576 -2.984 0.617
C -3.708 -0.537 -4.121 -0.808
C -3.829 -1.619 -4.975 -0.524
C -3.109 -2.784 -4.719 -0.621
C -2.279 -2.835 -3.613 -0.858
C -2.149 -1.747 -2.740 0.363
S -1.071 -1.964 -1.359 -0.171
H -4.259 0.376 -4.314 0.387
H -4.481 -1.556 -5.840 0.341
H -3.192 -3.641 -5.378 0.345
H -1.707 -3.733 -3.399 0.416
O -1.186 0.580 3.109 -0.615
C -1.915 -0.188 2.518 -0.785
N -2.128 -0.267 1.135 1.912
C -3.258 -1.139 0.958 -0.389
O -3.906 -1.360 -0.017 -0.654
C -3.570 -1.776 2.287 0.069
C -4.450 -2.789 2.606 -0.563
C -4.496 -3.198 3.937 -0.471
C -3.692 -2.591 4.900 -0.602
C -2.815 -1.567 4.555 -0.411
C -2.772 -1.190 3.229 0.576
H -5.069 -3.243 1.841 0.518
H -5.160 -4.004 4.230 0.384
H -3.747 -2.927 5.929 0.399
H -2.180 -1.089 5.293 0.502
```

Summary:
2S+1: 2
HOMO (alpha / beta): -3.8 / -3.8 eV
Charge: -1
HOMO-LUMO gap (alpha / beta): 6.11 / 6.19 eV

Energetically preferred structure: (1) | next structure: +12.8 kcal/mol

(1)
The following is a DFT calculation (wB97M-V/def2-TZVPD) of a 6-piece molecular cluster, CH13O5S overall.

Structure (XYZ):
```
20
Properties=species:S:1:pos:R:3:mulliken_charge:R:1
C 1.410 -0.851 3.097 -0.684
S 0.433 0.346 2.096 -0.626
H 0.868 -1.796 3.073 0.218
H 1.413 -0.536 4.142 0.232
H 2.423 -0.918 2.711 0.196
H -1.096 0.998 -0.457 0.367
H -0.182 1.903 -1.267 0.287
O -1.101 1.629 -1.189 -0.692
H 0.035 -1.334 0.587 0.229
H -1.207 -1.849 -0.109 0.299
O -0.252 -1.981 -0.102 -0.643
H 1.446 1.016 0.237 0.203
H 2.821 0.656 -0.439 0.267
O 2.010 1.166 -0.556 -0.661
H -3.015 0.940 -1.324 0.357
H -3.655 -0.014 -2.319 0.311
O -3.731 0.297 -1.417 -0.663
H 0.972 -1.466 -2.556 0.325
H 0.988 -0.006 -2.795 0.351
O 0.899 -0.835 -3.287 -0.675
```

Summary:
2S+1: 1
HOMO: -3.7 eV
Charge: -1
HOMO-LUMO gap: 7.20 eV

(2)
The following is a DFT calculation (wB97M-V/def2-TZVPD) of a 6-piece molecular cluster, CH13O5S overall.

Structure (XYZ):
```
20
Properties=species:S:1:pos:R:3:mulliken_charge:R:1
C -0.274 -0.852 2.789 -0.927
S -0.729 -1.505 1.120 -0.548
H 0.731 -1.236 2.936 0.231
H -0.950 -1.159 3.589 0.275
H -0.285 0.242 2.820 0.252
H -1.057 -1.041 -0.929 0.138
H -1.389 -0.135 -2.128 0.264
O -0.824 -0.866 -1.869 -0.651
H 1.564 0.131 1.109 0.225
H 1.585 0.461 -0.252 0.371
O 1.652 0.949 0.591 -0.597
H -1.680 0.651 1.036 0.280
H -1.549 2.092 1.118 0.275
O -2.004 1.457 0.566 -0.608
H 0.382 -2.240 -2.797 0.363
H 1.219 -3.160 -3.739 0.295
O 1.283 -2.498 -3.037 -0.628
H 1.256 2.824 -0.342 0.327
H 0.067 2.848 -1.334 0.321
O 1.004 3.038 -1.247 -0.657
```

Summary:
2S+1: 1
HOMO: -3.4 eV
Charge: -1
HOMO-LUMO gap: 6.94 eV

Energetically preferred structure: (1) | next structure: +12.8 kcal/mol

(1)
The following is a DFT calculation (wB97M-V/def2-TZVPD) of a 2-piece molecular cluster, C5H12N2O overall.

Structure (XYZ):
```
20
Properties=species:S:1:pos:R:3:mulliken_charge:R:1
C -2.203 -0.186 -1.015 -0.923
C -2.313 0.047 0.468 0.568
N -1.126 0.075 1.142 -0.304
O -3.374 0.240 1.018 -0.616
H -1.561 0.559 -1.484 0.245
H -3.199 -0.154 -1.445 0.297
H -1.762 -1.161 -1.228 0.314
H -1.195 0.064 2.149 0.216
H -0.341 -0.425 0.741 0.231
C 2.402 -1.338 0.744 -0.301
N 1.708 -0.719 -0.107 -0.443
C 1.992 0.702 -0.270 -0.225
C 2.424 0.991 -1.701 -1.263
H 3.155 -0.853 1.370 0.239
H 2.248 -2.405 0.863 0.285
H 1.080 1.261 -0.056 0.268
H 2.767 1.032 0.433 0.434
H 2.592 2.060 -1.831 0.348
H 3.366 0.492 -1.927 0.320
H 1.662 0.669 -2.408 0.310
```

Summary:
2S+1: 1
HOMO: -9.6 eV
HOMO-LUMO gap: 10.40 eV

(2)
The following is a DFT calculation (wB97M-V/def2-TZVPD) of one molecule with the formula C5H12N2O.

Structure (XYZ):
```
20
Properties=species:S:1:pos:R:3:mulliken_charge:R:1
C 0.505 0.267 -1.833 -1.706
C 0.244 -0.505 -0.558 1.147
O 0.726 -1.791 -0.551 -0.717
C -1.468 -0.566 -0.244 -1.119
C -1.184 0.547 0.779 -0.992
C 0.340 0.296 0.806 0.566
N 0.802 -0.551 1.873 -0.723
N 1.136 1.501 0.837 -0.581
H 1.584 0.402 -1.933 0.364
H 0.010 1.237 -1.832 0.394
H 0.145 -0.302 -2.690 0.358
H -0.343 -1.873 -0.908 0.470
H -2.103 -0.297 -1.085 0.375
H -1.836 -1.480 0.229 0.441
H -1.663 0.441 1.750 0.385
H -1.413 1.536 0.386 0.295
H 0.066 -0.882 2.480 0.232
H 1.336 -1.347 1.546 0.264
H 0.997 2.091 0.027 0.263
H 2.119 1.274 0.923 0.282
```

Summary:
2S+1: 1
HOMO: -8.8 eV
HOMO-LUMO gap: 9.71 eV

Energetically preferred structure: (1) | next structure: +52.0 kcal/mol